# 1
{
  "formula": "C21H21FN2O2",
  "method": "the ωB97M-V functional and the def2-TZVPD basis",
  "elements": ["C", "C", "C", "C", "O", "C", "C", "C", "C", "C", "C", "C", "C", "N", "N", "C", "C", "C", "C", "F", "C", "C", "C", "C", "C", "O", "H", "H", "H", "H", "H", "H", "H", "H", "H", "H", "H", "H", "H", "H", "H", "H", "H", "H", "H", "H", "H"],
  "coordinates": [[-4.669804, 3.216043, 2.432771], [-3.555077, 2.908144, 3.188699], [-2.143220, 3.131158, 2.724615], [-1.062057, 2.331262, 3.414080], [-0.789439, 1.196810, 2.594810], [-1.467742, 1.414244, 1.317575], [-2.599148, 0.388065, 1.162374], [-1.971530, -0.875382, 0.569522], [-0.711083, -0.357030, -0.038518], [0.271245, -1.200409, -0.554556], [1.537216, -0.679440, -0.972968], [1.849854, 0.582773, -0.530580], [3.229140, 0.782274, -0.948387], [3.700930, -0.274183, -1.538679], [2.664513, -1.170716, -1.583584], [2.825930, -2.457185, -2.102902], [1.813043, -3.184464, -2.777547], [2.033829, -4.516445, -3.256393], [3.283463, -5.104646, -3.146087], [3.431791, -6.404296, -3.462174], [4.331775, -4.375826, -2.552774], [4.108508, -3.086190, -2.092105], [0.952757, 1.508826, 0.252590], [-0.559117, 1.111729, 0.091814], [-1.120056, 1.775808, -1.170106], [-1.968454, 2.796803, 1.333974], [-5.711351, 3.094792, 2.777143], [-4.534185, 3.657808, 1.433512], [-3.695916, 2.567266, 4.211806], [-1.939711, 4.211799, 2.786101], [-0.163220, 2.940550, 3.531972], [-1.391171, 2.009608, 4.385528], [-3.305223, 0.779323, 0.442284], [-3.121747, 0.256605, 2.132672], [-1.758028, -1.635206, 1.325578], [-2.625030, -1.300589, -0.189300], [0.047736, -2.254843, -0.609613], [3.793598, 1.706694, -0.736591], [0.841755, -2.727154, -2.897249], [1.193546, -5.091492, -3.696936], [5.296758, -4.850391, -2.388630], [4.938225, -2.610585, -1.616729], [1.117943, 2.536505, -0.010399], [1.283587, 1.396063, 1.268647], [-2.158043, 1.516190, -1.375952], [-0.998640, 2.894834, -1.083262], [-0.528150, 1.444498, -2.046044]],
  "forces_ev_per_a": [[1.99, -0.24, 1.04], [-2.79, 0.54, -1.18], [-0.18, 0.58, -1.10], [0.31, 0.04, -0.03], [-0.75, 0.69, -1.19], [-0.33, 0.66, 0.33], [-0.49, 0.10, 0.91], [-0.24, 0.32, 0.30], [2.85, -2.86, -1.10], [-2.64, 0.69, 0.58], [0.54, 1.73, 0.71], [1.50, 0.91, -1.11], [-1.87, 0.91, 1.34], [0.06, -0.93, -0.63], [-0.47, 0.10, 0.36], [1.14, -2.23, -1.76], [0.80, -0.37, 0.43], [-0.57, 0.75, 0.09], [-0.27, 1.08, 1.03], [0.20, 0.23, -0.19], [-0.62, -0.43, -0.35], [-0.90, -0.04, 0.37], [-0.45, -1.27, -0.23], [1.00, 0.93, 0.36], [0.61, 1.10, -0.49], [0.93, -1.54, 0.45], [0.84, -0.02, 0.00], [-0.07, -0.41, 0.44], [0.03, -0.11, -0.08], [0.07, -0.28, 0.09], [0.10, -0.10, -0.07], [-0.05, -0.30, 0.53], [-0.28, 0.28, 0.00], [0.26, -0.04, -0.66], [-0.03, 0.04, -0.10], [-0.08, -0.21, 0.04], [0.03, -0.20, 0.03], [-0.01, -0.88, -0.43], [-0.13, -0.09, -0.05], [0.69, 0.52, 0.32], [-0.15, 0.14, -0.18], [0.24, 0.51, 0.20], [-0.04, 0.55, -0.31], [-0.21, 0.06, 0.83], [-0.04, 0.11, 0.14], [-0.35, -1.12, -0.12], [-0.20, 0.13, 0.45]],
  "total_energy_ha": -1172.60664,
  "gap_ev": 8.524,
  "de_lowest_kcal_mol": 20.2,
  "homo_energy_ev": -7.89,
  "spin_multiplicity": 1,
  "largest_force_ev_per_a": 4.19,
  "smiles": "C=C[C@H]1CO[C@@]2(CCC3=Cc4c(cnn4-c4ccc(F)cc4)C[C@@]32C)O1",
  "charge": 0
}



# 2
{
  "formula": "C3H6O2S",
  "method": "the ωB97M-V functional and the def2-TZVPD basis",
  "elements": ["C", "O", "C", "O", "C", "S", "H", "H", "H", "H", "H", "H"],
  "coordinates": [[2.152231, -0.351387, 0.006926], [0.806506, -0.830823, -0.107457], [-0.183275, 0.139893, 0.024835], [-1.390359, -0.626910, 0.100197], [-2.495094, 0.094584, -0.026224], [-3.981685, -0.491957, -0.018707], [2.409720, -0.046549, 1.036967], [2.827346, -1.159426, -0.244144], [2.389717, 0.440756, -0.752709], [-0.207182, 0.875193, -0.774206], [0.024081, 0.770228, 0.894817], [-2.352005, 1.186402, -0.140295]],
  "forces_ev_per_a": [[-0.07, 0.49, -0.48], [0.49, 0.25, -0.21], [0.93, -0.32, 0.39], [0.53, 0.76, 0.04], [-0.19, 0.78, -0.06], [-0.34, -0.33, 0.04], [-0.34, 0.22, -0.39], [-0.20, -0.43, -0.01], [-0.41, -0.30, 0.81], [-0.18, -0.27, -0.88], [-0.45, -0.36, 0.70], [0.24, -0.49, 0.03]],
  "total_energy_ha": -666.51405,
  "gap_ev": 9.325,
  "de_lowest_kcal_mol": 50.2,
  "homo_energy_ev": -8.89,
  "spin_multiplicity": 1,
  "largest_force_ev_per_a": 1.06,
  "smiles": "COCOC=S",
  "charge": 0
}



# 3
{
  "formula": "C5H29NO11",
  "method": "the ωB97M-V functional and the def2-TZVPD basis",
  "elements": ["C", "C", "O", "N", "C", "C", "C", "O", "H", "H", "H", "H", "H", "H", "H", "H", "H", "H", "H", "O", "H", "H", "O", "H", "H", "O", "H", "H", "O", "H", "H", "O", "H", "H", "O", "H", "H", "O", "H", "H", "O", "H", "H", "O", "H", "H"],
  "coordinates": [[2.918810, -0.744452, -0.019839], [1.913316, 0.397510, 0.311405], [2.449373, 1.407359, 0.065845], [0.550597, 0.258942, 0.507806], [-0.162633, -1.018162, 0.391815], [-0.436673, -1.665294, -0.935095], [-1.491679, -2.709317, -0.659613], [0.599400, -2.176373, -1.663041], [2.666250, -1.340946, -0.891790], [2.788655, -1.498537, 0.867799], [3.898280, -0.375278, -0.214178], [0.072588, 1.118103, 0.378709], [0.435706, -1.708066, 1.035735], [-1.025017, -0.916088, 1.208838], [-0.750335, -0.907343, -1.810868], [-2.551195, -2.135419, -0.566634], [-1.615928, -3.427573, -1.464624], [-1.355714, -3.362633, 0.179198], [1.419847, -2.459702, -1.072937], [2.016752, -3.643964, 0.099132], [1.646838, -4.253128, -0.459839], [1.943225, -4.077814, 0.978677], [-3.530065, -0.762457, 1.688013], [-3.001381, -0.372464, 0.966463], [-3.455187, -0.176867, 2.451196], [-0.025405, 3.058099, 2.057375], [-0.055801, 3.937874, 1.643966], [0.726276, 2.671725, 2.228533], [-1.227552, 1.165922, -2.970184], [-0.403231, 0.663045, -2.915344], [-1.284589, 1.620295, -3.829880], [1.242726, 0.084873, -3.410460], [1.943677, -0.333875, -3.914120], [1.584448, 0.245005, -2.531349], [2.896145, 2.621802, 2.459890], [2.974828, 2.610601, 1.535603], [2.693245, 1.776090, 2.790733], [-3.722560, 0.263757, -0.952703], [-4.615053, 0.138755, -1.150987], [-3.221127, 0.503980, -1.714204], [-1.696782, 0.220380, 3.560481], [-0.962582, 0.327265, 3.029360], [-1.605239, 0.935199, 4.064612], [-1.046632, 2.640899, -0.639309], [-1.304552, 2.058169, -1.354139], [-1.531157, 2.322937, 0.084496]],
  "forces_ev_per_a": [[-2.64, -2.90, 2.87], [-0.56, -4.39, -2.48], [1.03, 5.90, 0.01], [1.88, -1.31, -0.11], [0.25, 0.65, 4.15], [-2.37, 1.79, -1.86], [-3.56, 1.16, -0.89], [5.06, -1.86, 1.10], [-0.28, 0.31, -0.04], [1.11, 1.10, -1.63], [0.56, 0.54, 0.61], [-0.58, 1.01, -0.23], [-0.07, -0.03, -0.88], [0.91, -0.37, -2.63], [-0.64, -1.11, 2.63], [2.38, -1.51, 0.07], [0.12, 0.29, -0.58], [0.36, 0.18, 1.03], [-2.97, 0.74, -1.43], [1.47, 1.16, 3.33], [-1.52, -2.52, -2.41], [0.20, 0.63, -0.72], [0.05, -0.09, -0.37], [-0.71, -0.02, 0.47], [0.35, -0.08, -0.20], [-7.99, 2.97, -1.21], [0.99, -0.96, 0.33], [6.92, -1.99, 0.98], [-0.92, 0.29, -0.07], [0.04, 0.17, -0.81], [0.41, -0.45, 0.60], [-0.13, 0.30, -0.28], [0.00, -0.11, 0.07], [0.42, -0.05, 0.28], [0.14, 2.21, 2.15], [0.06, -0.58, -2.07], [-0.12, -1.64, 0.19], [2.06, 0.07, 1.69], [-2.02, -0.24, -0.71], [0.29, 0.24, -1.17], [-2.34, -4.30, -1.28], [2.47, -0.12, -2.31], [0.02, 4.71, 3.76], [1.04, 0.62, -0.94], [-0.01, -0.08, -0.88], [-1.18, -0.32, 1.87]],
  "total_energy_ha": -1090.19380,
  "gap_ev": 9.803,
  "de_lowest_kcal_mol": 130.2,
  "homo_energy_ev": -9.68,
  "spin_multiplicity": 1,
  "largest_force_ev_per_a": 8.61,
  "smiles": "CC(=O)NC[C@H](C)O.O.O.O.O.O.O.O.O.O",
  "charge": 0
}



# 4
{
  "formula": "C50H43F5Ge2N5O6Ti",
  "method": "the ωB97M-V functional and the def2-TZVPD basis",
  "elements": ["Ti", "C", "O", "C", "N", "C", "C", "C", "C", "C", "C", "C", "C", "C", "C", "C", "C", "N", "C", "N", "C", "C", "O", "C", "C", "C", "C", "C", "C", "H", "H", "H", "H", "H", "H", "H", "H", "H", "H", "H", "H", "H", "H", "H", "H", "H", "H", "H", "C", "C", "N", "C", "C", "N", "C", "O", "O", "C", "O", "O", "H", "H", "H", "H", "H", "F", "C", "C", "C", "F", "C", "F", "C", "F", "C", "F", "C", "Ge", "C", "C", "Ge", "C", "C", "C", "C", "C", "C", "C", "C", "C", "C", "C", "C", "H", "H", "H", "H", "H", "H", "H", "H", "H", "H", "H", "H", "H", "H", "H", "H", "H", "H", "H"],
  "coordinates": [[0.161097, -0.059979, 0.073702], [1.300141, -4.539435, -1.893849], [2.073433, -4.072495, -0.771163], [1.475636, -2.952374, -0.348600], [0.461149, -2.506111, -0.982024], [0.186327, -3.485054, -2.065199], [-1.209552, -4.070710, -2.078192], [-1.440705, -5.305519, -2.679522], [-2.723426, -5.828569, -2.756677], [-3.795103, -5.124007, -2.227821], [-3.572515, -3.889734, -1.636365], [-2.290382, -3.365365, -1.571969], [2.029169, -2.328559, 0.855058], [3.131158, -2.801109, 1.501649], [3.584298, -2.130074, 2.666200], [2.887788, -1.035502, 3.106870], [1.759501, -0.609129, 2.398891], [1.320310, -1.246155, 1.263230], [0.957865, 0.510351, 2.732882], [-0.037556, 0.873373, 1.971135], [-0.706660, 2.006772, 2.625564], [0.178389, 2.259963, 3.870467], [1.163049, 1.207766, 3.859168], [-2.141345, 1.712895, 3.006144], [-3.141765, 2.646130, 2.775423], [-4.449476, 2.400639, 3.177199], [-4.762588, 1.216386, 3.824571], [-3.763626, 0.281668, 4.070797], [-2.463107, 0.528709, 3.663554], [0.916213, -5.524966, -1.638646], [1.966286, -4.616323, -2.751735], [0.312739, -2.960334, -3.011036], [-0.623231, -5.868705, -3.114778], [-2.882989, -6.789928, -3.228037], [-4.795817, -5.533060, -2.280847], [-4.400705, -3.326125, -1.223631], [-2.123610, -2.397634, -1.129878], [3.638520, -3.674516, 1.119468], [4.463907, -2.476434, 3.188916], [3.189346, -0.487541, 3.989170], [-0.682130, 2.868116, 1.957656], [-0.381925, 2.177171, 4.799684], [0.697461, 3.216944, 3.838207], [-2.894576, 3.580423, 2.287552], [-5.219985, 3.136959, 2.987565], [-5.780134, 1.017677, 4.134718], [-4.002817, -0.648789, 4.570099], [-1.691101, -0.212939, 3.841371], [-2.277553, 4.098842, -0.796041], [-0.804901, 3.932715, -0.698390], [-0.119229, 2.814176, -0.514396], [1.205732, 3.168823, -0.528534], [1.323649, 4.521836, -0.711209], [0.035378, 4.979557, -0.806552], [2.390083, 5.526393, -0.824325], [3.582133, 5.129123, -0.385607], [2.166750, 6.634864, -1.256186], [2.244362, 2.089458, -0.568459], [3.380762, 2.324756, -0.924372], [1.795049, 0.935616, -0.201212], [-2.664669, 3.512779, -1.623328], [-2.528487, 5.145881, -0.963045], [-2.770165, 3.754341, 0.109238], [-0.200295, 5.937669, -1.014120], [4.190602, 5.868008, -0.535562], [-1.448671, -2.147418, 1.790702], [-2.375221, -1.408262, 1.138119], [-1.983814, -0.467753, 0.199538], [-3.034279, 0.219572, -0.355859], [-2.792110, 1.165511, -1.309164], [-4.370527, 0.031032, -0.042453], [-5.335258, 0.758315, -0.620322], [-4.699096, -0.929037, 0.894102], [-5.972948, -1.131718, 1.238688], [-3.688111, -1.666881, 1.483495], [-3.998568, -2.584018, 2.408015], [1.965860, 0.380451, -5.650467], [2.481997, 0.302284, -3.736972], [4.013126, 1.499751, -3.776901], [3.046430, -1.476111, -3.161377], [0.077197, 0.430119, -2.842611], [-0.465052, 2.144122, -3.686327], [0.489077, 3.142682, -3.884140], [0.174750, 4.339992, -4.514037], [-1.121387, 4.569740, -4.952366], [-2.091426, 3.595566, -4.755031], [-1.764558, 2.399098, -4.131956], [-0.971147, -0.876880, -3.919522], [-0.409552, -1.778681, -4.828614], [-1.193957, -2.677201, -5.537087], [-2.568512, -2.709409, -5.345244], [-3.145081, -1.839915, -4.435259], [-2.353740, -0.942324, -3.729368], [2.328760, 1.340775, -6.019400], [0.903001, 0.319527, -5.861443], [2.485716, -0.416993, -6.188502], [4.602637, 1.150640, -4.628046], [4.595017, 1.465548, -2.862255], [3.710800, 2.529399, -3.959548], [3.876021, -1.819979, -3.783272], [2.224984, -2.187326, -3.239361], [3.378641, -1.432811, -2.123215], [1.502373, 3.005442, -3.520802], [0.941639, 5.091641, -4.657348], [-1.373048, 5.498024, -5.449697], [-3.106891, 3.765561, -5.091938], [-2.539532, 1.653971, -4.005220], [0.661454, -1.805009, -4.985069], [-0.726830, -3.358254, -6.238159], [-3.180798, -3.413791, -5.893521], [-4.212225, -1.870491, -4.253749], [-2.835797, -0.291703, -3.011872]],
  "forces_ev_per_a": [[-0.12, -0.41, 0.26], [0.02, -0.03, 0.03], [-0.07, -0.03, -0.04], [0.18, -0.02, 0.21], [-0.17, 0.06, 0.14], [0.11, 0.08, -0.04], [-0.01, 0.03, 0.04], [-0.02, 0.00, -0.08], [0.03, 0.00, 0.00], [-0.01, 0.03, 0.00], [-0.01, -0.02, 0.01], [0.03, -0.05, 0.05], [-0.25, -0.01, -0.21], [0.13, 0.02, 0.18], [0.00, -0.13, -0.13], [-0.10, 0.03, 0.02], [0.08, -0.11, 0.06], [0.24, 0.09, 0.29], [-0.05, -0.02, 0.16], [0.24, 0.04, 0.30], [-0.11, -0.07, -0.04], [-0.02, 0.03, 0.04], [0.05, 0.02, -0.04], [0.01, -0.05, 0.01], [-0.01, -0.03, 0.01], [0.01, 0.02, 0.01], [0.01, -0.02, 0.01], [-0.02, 0.01, 0.03], [0.03, 0.01, 0.00], [-0.01, 0.00, 0.00], [0.00, 0.01, -0.01], [0.00, -0.06, 0.03], [0.01, 0.00, 0.01], [0.00, 0.00, 0.00], [0.00, 0.00, 0.01], [0.00, 0.00, 0.00], [0.00, 0.01, 0.02], [0.00, 0.01, -0.01], [0.00, -0.01, 0.00], [-0.01, 0.01, 0.00], [-0.04, 0.00, -0.02], [-0.01, 0.04, 0.00], [0.03, -0.01, -0.03], [0.01, 0.05, -0.03], [0.00, 0.00, -0.01], [0.00, 0.00, 0.00], [0.00, 0.00, -0.01], [-0.01, -0.01, -0.01], [0.01, -0.01, -0.04], [0.09, -0.10, 0.02], [-0.06, 0.08, 0.01], [-0.09, -0.24, -0.26], [0.08, 0.16, 0.07], [-0.04, -0.01, -0.11], [-0.01, -0.15, -0.02], [-0.02, 0.05, -0.03], [0.00, 0.07, 0.02], [0.19, 0.30, 0.35], [-0.06, -0.06, -0.05], [0.40, 0.19, -0.50], [-0.02, -0.05, -0.09], [-0.01, 0.00, 0.03], [-0.04, -0.06, 0.05], [0.00, 0.01, 0.03], [0.02, 0.01, 0.01], [0.09, 0.00, 0.00], [-0.19, -0.01, -0.05], [-0.42, -0.04, 0.22], [-0.09, 0.09, -0.16], [0.04, 0.07, 0.02], [0.06, -0.03, 0.03], [-0.02, 0.02, -0.02], [0.02, 0.01, 0.00], [-0.03, -0.01, 0.00], [0.01, 0.00, -0.03], [0.00, -0.01, 0.02], [0.10, -0.03, -0.04], [-0.66, -0.35, -0.21], [-0.04, 0.17, 0.40], [0.18, -0.07, -0.08], [0.49, 0.57, -1.33], [-0.20, 0.04, 0.20], [0.07, 0.06, 0.16], [-0.02, -0.01, 0.02], [-0.01, -0.01, 0.00], [0.01, 0.02, 0.01], [-0.01, -0.06, -0.03], [-0.17, -0.13, 0.29], [0.03, 0.03, 0.00], [0.00, 0.01, 0.00], [0.00, 0.02, 0.00], [0.00, 0.02, -0.03], [-0.01, 0.02, -0.07], [0.00, -0.01, -0.04], [-0.05, -0.04, 0.03], [-0.04, 0.02, -0.05], [0.01, -0.01, 0.01], [0.04, 0.01, 0.03], [0.02, 0.01, -0.02], [0.01, -0.04, 0.05], [0.06, 0.01, -0.01], [0.00, -0.01, 0.01], [0.03, -0.04, -0.01], [0.00, 0.00, 0.01], [0.00, 0.00, 0.01], [0.01, -0.01, -0.01], [0.01, 0.01, 0.00], [0.03, 0.06, -0.05], [0.00, 0.00, 0.00], [0.00, -0.01, 0.01], [0.00, 0.01, -0.01], [0.02, -0.01, 0.01]],
  "total_energy_ha": -8159.07564,
  "gap_ev": [6.040, 6.815],
  "de_lowest_kcal_mol": 16.0,
  "homo_energy_ev": [-6.01, -8.67],
  "spin_multiplicity": 4,
  "largest_force_ev_per_a": 1.53,
  "charge": 0
}